ORCA calculation (ωB97M-V/def2-TZVPD) on a 3-piece molecular cluster, C3H9N3 overall.

Structure (XYZ):
```
15
Properties=species:S:1:pos:R:3:nbo_charge:R:1
C -0.09796 -0.93126 1.34564 -0.44
C -1.98192 -0.04772 0.23107 -0.41
C 0.30632 0.24546 -0.74606 0.28
H -0.54021 -2.07096 1.29059 0.19
H 1.14896 -1.08766 1.28787 0.25
H -0.45813 -0.40420 2.36286 0.20
H -2.35056 -0.93467 -0.25532 0.19
H -2.40237 -0.02771 1.28499 0.21
H -2.31165 0.86790 -0.32971 0.21
H -0.25327 0.98672 -1.42284 0.16
H 3.92121 0.60658 -1.22257 0.25
H 1.77111 2.25277 -1.54071 0.20
N -0.51851 -0.02581 0.37465 -0.44
N 1.53213 -0.09949 -0.82286 -0.39
N 2.23485 0.67005 -1.83761 -0.48
```

Total energy in a.u.: -283.64666
Multiplicity: 1
LUMO level in Eh: -0.0250
Charge: 0
Orbital gap in eV: 7.505
Relative energy (zero: lowest compared OMol25 entry of this formula, charge and spin) in eV: 9.1552
HOMO level in eV: -8.186

=====

ORCA calculation (ωB97M-V/def2-TZVPD) on a 10-piece molecular cluster, C2H24N2O10 overall.

Structure (XYZ):
```
38
Properties=species:S:1:pos:R:3:mulliken_spin:R:1
O -0.09310 -1.56675 -1.19332 -0.27
C -1.30627 -1.58284 -1.03942 1.06
N -2.20033 -0.86548 -1.74571 -0.23
C -1.81829 0.46293 -2.28710 0.38
N -2.00447 1.45765 -1.23561 0.23
H -1.77114 -2.27987 -0.33230 0.14
H -3.11831 -0.93640 -1.49687 0.00
H -0.78367 0.32959 -2.53094 -0.12
H -2.44902 0.59713 -3.16919 -0.01
H -1.96865 0.99681 -0.34454 0.10
H -1.32762 2.20271 -1.32794 -0.18
H -2.86930 -0.62428 1.78460 0.06
H -1.41826 -0.32752 1.79985 0.04
O -2.13486 -0.46870 1.16269 -0.07
H 1.29631 -3.57234 0.40236 0.02
H 0.36022 -4.21069 -0.52888 -0.01
O 0.67080 -4.32358 0.37348 0.00
H 2.40054 0.60258 -2.53537 0.04
H 1.42942 -0.54710 -2.28573 0.10
O 2.36253 -0.31753 -2.17008 -0.30
H -4.49461 1.00569 -1.42214 0.00
H -4.40687 1.74342 -0.12566 -0.01
O -4.98393 1.13855 -0.61399 -0.02
H 3.03185 1.80098 2.40184 0.00
H 2.66349 3.04341 3.24049 -0.05
O 3.00710 2.15500 3.33082 -0.13
H 2.85949 -1.73573 -0.40557 0.01
H 1.37293 -1.53200 -0.02617 0.05
O 2.17194 -2.04567 0.22527 -0.07
H -0.19146 1.27221 3.25871 0.02
H -1.59348 1.88679 3.36027 -0.12
O -1.07958 1.24779 2.85526 0.07
H 4.12562 0.30636 1.12928 -0.10
H 2.75419 -0.31781 0.85445 -0.03
O 3.19063 0.53378 1.09841 0.42
H 3.11297 3.75172 -0.57975 -0.10
H 3.11075 2.56195 0.52404 0.08
O 2.60914 3.19795 0.01094 -0.02
```

Total energy in a.u.: -952.49224
Multiplicity: 2
LUMO level (alpha / beta) in Eh: 0.1034 / 0.1056
Charge: -1
Orbital gap (alpha / beta) in eV: 2.260 / 9.984
HOMO level (alpha / beta) in eV: 0.555 / -7.111

=====

ORCA calculation (ωB97M-V/def2-TZVPD) on a 8-piece molecular cluster, BH18O7 overall.

Structure (XYZ):
```
26
Properties=species:S:1:pos:R:3:nbo_charge:R:1
B 12.05127 -19.65024 19.95228 -0.92
H 11.51924 -20.18398 20.81268 -0.01
H 11.97398 -18.53626 20.17682 0.01
H 13.14552 -19.96476 19.97698 -0.03
H 11.58789 -19.95833 18.95790 0.02
O 13.92101 -16.90554 21.60032 -0.96
H 14.15652 -17.64433 22.17294 0.49
H 13.08374 -17.16797 21.20468 0.48
O 10.66598 -22.33688 19.02458 -0.96
H 11.15258 -21.53399 19.28294 0.50
H 10.20746 -22.60687 19.82388 0.46
O 13.95336 -22.31723 19.24082 -0.96
H 13.55583 -21.46960 19.49623 0.49
H 14.85769 -22.09293 19.00359 0.46
O 14.08982 -19.04244 17.74115 -0.96
H 13.48440 -19.37198 18.42957 0.50
H 13.83385 -19.52101 16.94804 0.46
O 9.28963 -19.00208 19.86194 -0.98
H 10.23691 -19.26118 19.76622 0.51
H 9.04205 -19.31048 20.73785 0.46
O 10.77590 -18.36569 22.43078 -0.99
H 11.08957 -18.96580 21.72300 0.50
H 10.38962 -17.62350 21.95740 0.47
O 14.09131 -19.73383 22.23462 -0.99
H 13.37657 -19.58141 21.58536 0.51
H 14.15526 -20.68991 22.30024 0.47
```

Total energy in a.u.: -562.33219
Multiplicity: 1
LUMO level in Eh: 0.1168
Charge: -1
Orbital gap in eV: 10.589
Relative energy (zero: lowest compared OMol25 entry of this formula, charge and spin) in eV: 0.6592
HOMO level in eV: -7.411

=====

ORCA calculation (ωB97M-V/def2-TZVPD) on a 15-piece molecular cluster, C39H116N22O15 overall.

Structure (XYZ):
```
192
Properties=species:S:1:pos:R:3:lowdin_charge:R:1
C -1.74571 2.55927 -3.96417 -0.65
O -1.18187 3.10487 -3.01757 0.00
N -1.26995 2.28236 -5.23604 0.14
N -3.07047 2.23362 -3.86208 0.15
H -2.04495 2.43268 -5.89237 0.10
H -0.35434 2.76051 -5.48284 0.07
H -3.47066 2.25251 -2.94857 0.05
H -3.35279 1.38411 -4.40937 0.09
C 1.66435 4.33541 -4.85528 -0.61
O 1.36369 3.42519 -5.63450 -0.02
N 2.98374 4.83336 -4.84696 0.16
N 0.87177 4.91945 -3.90543 0.18
H 3.47065 4.40030 -5.62499 0.10
H 3.24974 5.41581 -4.11856 0.04
H 1.36478 5.37071 -3.16737 0.03
H -0.01515 4.46038 -3.71013 0.06
C 0.56625 2.10226 3.72836 -0.65
O -0.66494 2.11047 3.85075 -0.03
N 1.21664 3.14481 3.08785 0.18
N 1.37997 1.11671 4.15029 0.18
H 0.61126 3.78451 2.62172 0.08
H 2.19312 3.30893 3.23215 0.08
H 1.06143 0.31890 4.70668 0.07
H 2.38166 1.14022 3.96393 0.06
C -4.49410 0.35194 3.86678 -0.69
O -5.60437 0.70087 3.45759 -0.02
N -3.39939 1.13503 3.98231 0.19
N -4.38751 -0.94711 4.22959 0.16
H -3.61627 2.06424 3.79941 0.08
H -2.44423 0.88788 4.23266 0.07
H -3.55564 -1.40019 4.50038 0.04
H -5.26803 -1.51519 4.04087 0.15
C -4.94448 1.38843 -0.36223 -0.61
O -4.81519 1.34037 -1.58471 -0.02
N -6.14604 1.26715 0.30630 0.15
N -3.85779 1.45442 0.52859 0.16
H -6.98575 1.28719 -0.22494 0.08
H -6.26464 1.38107 1.32553 0.08
H -4.11369 1.42801 1.53611 0.07
H -2.86708 1.65803 0.22102 0.07
C 3.18957 3.13820 0.42035 -0.62
O 3.87649 3.49026 1.41317 -0.04
N 2.80701 1.84334 0.10879 0.17
N 2.68541 4.00154 -0.54007 0.16
H 2.67289 1.20437 0.89266 0.08
H 2.19537 1.69417 -0.68079 0.06
H 3.11624 4.93497 -0.66830 0.09
H 2.13646 3.61488 -1.29750 0.09
C 2.29027 7.62224 -1.50754 -0.60
O 2.53049 6.60490 -2.17682 -0.03
N 1.15375 8.36105 -1.86259 0.17
N 3.12061 8.13783 -0.58690 0.18
H 0.73916 8.08136 -2.69526 0.08
H 0.87702 9.24542 -1.48212 0.10
H 2.84865 8.90450 -0.01585 0.10
H 4.07712 7.86682 -0.66310 0.11
C 1.03232 -3.06299 6.90297 -0.08
C 0.17951 -2.31821 5.83482 -0.41
C -1.11461 -3.14012 5.75166 -0.19
O -1.87511 -2.88301 4.56075 -0.23
C -1.41419 -3.51028 3.35072 -0.09
N 0.00032 -0.96352 6.38402 0.00
H 1.39333 -4.02848 6.65327 0.06
H 0.48099 -3.22238 7.85172 0.09
H 1.84842 -2.39616 7.19084 0.07
H 0.74241 -2.18090 4.87181 0.13
H -1.74329 -2.71530 6.56564 0.14
H -0.95374 -4.24083 5.82109 0.13
H -0.48160 -3.05272 3.00372 0.07
H -2.26736 -3.40527 2.67624 0.05
H -1.19662 -4.61467 3.45069 0.10
H -0.71732 -0.35535 5.88270 0.09
H -0.25302 -0.89184 7.39105 0.09
C 7.00874 1.25740 1.44762 -0.07
C 6.49954 0.76205 0.06466 -0.43
C 6.92591 1.77776 -0.90355 -0.24
O 6.23609 1.59359 -2.14567 -0.15
C 6.70250 2.53451 -3.03181 -0.16
N 6.85596 -0.66523 0.02314 0.05
H 7.08987 0.33994 2.08675 0.08
H 6.36454 2.00362 1.92655 0.07
H 8.03937 1.62901 1.36829 0.08
H 5.38890 0.93217 0.07067 0.13
H 8.00703 1.84536 -1.02032 0.13
H 6.61700 2.74968 -0.49084 0.13
H 6.68990 3.51425 -2.58797 0.07
H 6.12204 2.68794 -3.96120 0.09
H 7.71904 2.33456 -3.35342 0.08
H 6.58352 -1.23727 -0.78175 0.08
H 7.84627 -0.68621 -0.08100 0.06
C 1.29904 -5.16304 0.53259 -0.08
C 1.11048 -4.72149 -0.93384 -0.42
C 1.14737 -5.97242 -1.78683 -0.18
O 1.19567 -5.60527 -3.19103 -0.19
C 0.65139 -6.50250 -3.99672 -0.21
N -0.04985 -3.83445 -1.11856 0.10
H 1.25785 -4.27514 1.17961 0.04
H 2.30522 -5.66784 0.72744 0.10
H 0.51011 -5.86090 1.01094 0.09
H 2.04095 -4.27526 -1.08029 0.10
H 0.29112 -6.63590 -1.52003 0.13
H 1.99476 -6.57657 -1.53967 0.11
H 0.68946 -7.57923 -3.61665 0.11
H 1.09793 -6.43907 -5.04242 0.11
H -0.40194 -6.23849 -4.07970 0.07
H -0.28481 -3.68774 -2.09454 0.06
H -0.85455 -4.16167 -0.64463 0.03
C -5.46836 -2.48408 -4.28467 -0.03
C -4.10801 -2.02691 -3.67934 -0.40
C -2.97515 -2.51686 -4.60891 -0.18
O -1.71098 -2.11302 -4.02962 -0.23
C -0.56796 -2.55147 -4.79815 -0.07
N -3.93799 -0.58230 -3.66081 0.06
H -5.52422 -3.55834 -4.19545 0.06
H -5.39766 -2.23705 -5.33053 0.07
H -6.24400 -1.95755 -3.76274 0.07
H -3.96619 -2.49820 -2.72705 0.10
H -2.95169 -1.98057 -5.55604 0.12
H -2.93453 -3.55129 -4.75748 0.10
H -0.36699 -3.71502 -4.70366 0.12
H 0.19908 -1.96018 -4.42590 0.04
H -0.72379 -2.24393 -5.83017 0.08
H -4.66410 -0.15613 -3.10785 0.05
H -3.06067 -0.33515 -3.31224 0.03
C -0.74049 5.40224 -0.51516 -0.04
C -2.15051 4.83771 -0.26982 -0.40
C -2.75646 5.32198 1.04511 -0.26
O -1.94148 4.85679 2.05463 -0.19
C -2.42090 5.32702 3.32930 -0.08
N -3.18289 5.24977 -1.24403 0.05
H -0.66379 6.30425 0.12013 0.08
H -0.50521 5.51817 -1.60381 0.07
H -0.04532 4.75429 0.02430 0.05
H -2.13923 3.76860 -0.38687 0.10
H -3.73151 4.95299 1.16385 0.10
H -2.94415 6.40369 1.10216 0.13
H -2.22292 6.40218 3.45079 0.09
H -1.81852 4.88073 4.11576 0.08
H -3.47982 5.14991 3.42959 0.08
H -3.15738 6.23975 -1.27518 0.05
H -3.02946 4.89812 -2.16867 0.05
C 4.31800 -2.04395 4.87016 -0.06
C 4.38905 -1.29819 3.56564 -0.44
C 3.19730 -1.61461 2.74571 -0.23
O 3.22296 -0.90110 1.53872 -0.21
C 3.32158 -1.59276 0.29225 -0.06
N 4.38402 0.18413 3.80921 0.07
H 4.32663 -3.14666 4.70143 0.10
H 3.41650 -1.74856 5.42856 0.07
H 5.15401 -1.68039 5.40703 0.06
H 5.32896 -1.62592 3.06948 0.15
H 2.33447 -1.28995 3.37416 0.11
H 3.07130 -2.71207 2.59602 0.14
H 3.24270 -0.84067 -0.47799 0.08
H 2.60802 -2.39174 0.24492 0.06
H 4.30748 -2.06074 0.13766 0.08
H 5.12195 0.40742 4.48575 0.09
H 4.76628 0.54734 2.95213 0.04
C -4.13135 -3.62466 0.43862 -0.06
C -4.14092 -5.12078 0.18987 -0.41
C -4.55143 -5.28383 -1.27338 -0.23
O -4.76315 -6.68643 -1.47518 -0.17
C -4.99976 -6.84147 -2.84123 -0.14
N -2.78238 -5.68953 0.36471 0.06
H -3.62486 -3.06246 -0.31541 0.06
H -3.76127 -3.36197 1.45259 0.06
H -5.08064 -3.14361 0.44686 0.07
H -4.93574 -5.57693 0.76458 0.13
H -3.83592 -4.75218 -1.98411 0.13
H -5.52038 -4.78105 -1.54000 0.14
H -5.11117 -7.86561 -3.14646 0.08
H -4.11969 -6.46436 -3.44862 0.10
H -5.83300 -6.24856 -3.16943 0.07
H -2.39976 -5.33000 1.25215 0.06
H -2.83964 -6.70644 0.27709 0.08
C -1.09463 -0.86159 1.11648 -0.03
C -0.26869 0.17281 0.28476 -0.39
C -0.13024 -0.15984 -1.18732 -0.16
O 0.90239 0.69530 -1.69921 -0.25
C 1.13051 0.53070 -3.10957 -0.06
N -0.82503 1.51677 0.46761 0.08
H -0.57288 -1.79120 1.13727 0.04
H -2.08028 -1.02087 0.71295 0.06
H -1.23227 -0.49003 2.12088 0.06
H 0.67754 0.15573 0.77014 0.10
H -1.06152 0.03142 -1.73761 0.13
H 0.16511 -1.22517 -1.26262 0.11
H 1.95297 -0.15495 -3.27620 0.09
H 1.45011 1.52739 -3.40039 0.08
H 0.22847 0.22794 -3.61960 0.07
H -0.15116 2.17554 0.11847 0.06
H -0.95470 1.59881 1.47068 0.06
```

Total energy in a.u.: -3888.88652
Multiplicity: 1
LUMO level in Eh: 0.0139
Charge: 0
Orbital gap in eV: 8.877
Relative energy (zero: lowest compared OMol25 entry of this formula, charge and spin) in eV: 0.0000
HOMO level in eV: -8.500

=====

ORCA calculation (ωB97M-V/def2-TZVPD) on a 7-piece molecular cluster, C5H22NO7 overall.

Structure (XYZ):
```
35
Properties=species:S:1:pos:R:3:mulliken_spin:R:1
O 1.75264 1.37623 2.45568 0.63
C 1.12665 0.51819 2.95336 0.02
C 0.31180 -0.47917 2.03933 0.19
N 0.79042 -0.35900 0.60061 -0.02
C 1.55656 -1.61410 0.18967 0.00
C 1.13650 -2.66618 1.24453 0.01
C 0.49585 -1.94048 2.41592 0.01
H 1.13170 0.27616 4.02894 0.08
H -0.69690 -0.03199 2.07353 0.00
H 0.03504 -0.18346 -0.12706 0.01
H 1.39320 0.45608 0.47616 0.00
H 1.18220 -1.85586 -0.78480 0.00
H 2.61238 -1.39212 0.28800 0.00
H 1.98355 -3.26696 1.57115 0.00
H 0.53601 -3.39294 0.69476 0.00
H 1.13844 -2.08171 3.28498 0.02
H -0.49521 -2.32911 2.65601 0.02
H -1.35086 -0.06170 -2.04553 0.00
H -1.26139 -1.47295 -1.42615 0.00
O -0.98326 -0.57022 -1.31877 0.00
H -3.84777 3.93091 -0.19332 0.00
H -3.33460 3.54871 -1.56431 0.00
O -3.17698 3.40499 -0.62876 0.00
H -0.30673 1.24897 -3.09360 0.00
H -1.49794 2.19939 -3.51537 0.00
O -1.09864 1.33381 -3.61320 0.00
H 1.28562 3.53762 -0.27620 0.00
H 2.50246 2.66307 -0.04118 0.00
O 1.54716 2.61335 -0.17294 0.02
H 0.55611 -2.31477 -3.28289 0.00
H -0.33386 -3.48043 -3.66295 0.00
O -0.27436 -2.73672 -3.05745 0.00
H -2.18615 1.53526 0.31887 0.00
H -0.84434 2.17958 0.66416 0.00
O -1.38530 1.40758 0.84881 0.00
```

Total energy in a.u.: -784.43333
Multiplicity: 2
LUMO level (alpha / beta) in Eh: -0.3288 / -0.4805
Charge: +2
Orbital gap (alpha / beta) in eV: 8.189 / 4.062
Relative energy (zero: lowest compared OMol25 entry of this formula, charge and spin) in eV: 0.0000
HOMO level (alpha / beta) in eV: -17.136 / -17.136